1.
Here is a 7-piece molecular cluster, C3H19NO7S overall at a distorted geometry from the OMol25 dataset. Energies are from the ωB97M-V functional and the def2-TZVPD basis.

The calculation puts the HOMO-LUMO gap at 9.12 eV. The multiplicity is 1. Its SMILES is N[C@H](C=O)CS.O.O.O.O.O.O. The value obtained for the LUMO energy is 0.01 eV. The value obtained for the energy above the lowest of the compared OMol25 structures with the same formula, charge and spin is 67.9 kJ/mol.

Each line ends with the Löwdin charge.
Atoms and positions in Å:
N 1.32347 -1.86917 -1.06432  0.034
C -0.12231 -1.65329 -1.07310  -0.407
C -0.49209 -0.18378 -1.12160  -0.166
O -1.57739 0.19034 -1.51868  0.014
C -0.71894 -2.29345 0.19299  -0.504
S -2.51876 -2.54848 0.15095  0.734
H 1.76697 -1.49542 -0.22861  0.097
H 1.76902 -1.52781 -1.90559  0.092
H -0.52473 -2.17798 -1.94352  0.149
H 0.26614 0.54130 -0.79298  0.126
H -0.27668 -3.28157 0.31212  0.061
H -0.46543 -1.69433 1.06549  0.077
H -2.91053 -1.36521 -0.36165  -0.152
O 1.50175 -4.85352 -0.69686  -0.069
H 1.60722 -5.09854 -1.59995  0.011
H 1.58502 -3.88097 -0.71596  -0.011
O -3.00344 2.31114 -0.61589  -0.049
H -3.10253 2.96167 -1.29504  0.046
H -2.51338 1.57305 -1.03947  0.012
O -1.69524 2.99948 1.68581  -0.078
H -2.17085 2.80922 0.84133  0.008
H -2.22606 2.64504 2.42271  0.070
O 1.98809 0.10650 2.61572  -0.102
H 1.62531 0.96537 2.27844  -0.014
H 1.92011 0.09930 3.56549  0.014
O 1.95281 2.66237 -0.99487  -0.052
H 1.69924 3.48774 -1.43173  0.065
H 2.92388 2.66087 -0.96327  0.071
O 1.01426 2.52108 1.71390  -0.100
H 1.33107 2.68959 0.79135  0.015
H 0.04398 2.69947 1.72681  0.008

2.
Here is a 7-piece molecular cluster, C3H19NO7S overall at a distorted geometry from the OMol25 dataset. Energies are from the ωB97M-V functional and the def2-TZVPD basis.

The calculation puts the HOMO-LUMO gap at 9.52 eV. The multiplicity is 1. Its SMILES is O=CNCCS.O.O.O.O.O.O. The value obtained for the LUMO energy is 0.56 eV. The value obtained for the energy above the lowest of the compared OMol25 structures with the same formula, charge and spin is 2.5 kJ/mol.

Each line ends with the Löwdin charge.
Atoms and positions in Å:
O 1.67400 -1.28102 0.75235  -0.034
C 1.57543 -0.80118 -0.37001  -0.265
N 1.39470 0.54071 -0.49384  0.081
C 0.94105 1.14145 -1.75919  -0.261
C -0.57911 1.07225 -1.82207  -0.546
S -1.17865 1.63203 -3.46262  0.714
H 1.68268 -1.37123 -1.28835  0.154
H 1.28674 1.09394 0.32550  0.097
H 1.42238 0.61676 -2.59375  0.116
H 1.28579 2.16612 -1.81667  0.095
H -1.02885 1.69916 -1.05391  0.068
H -0.95468 0.07869 -1.62129  0.043
H -2.41624 1.93207 -3.21756  -0.190
O 0.80033 2.31340 2.11829  -0.109
H 0.30506 1.43552 2.26729  0.024
H 1.21070 2.58966 2.96466  0.075
O 0.59204 3.65405 -0.20402  -0.046
H 0.62392 3.27242 0.68708  -0.015
H -0.03790 4.33119 -0.12393  0.016
O -2.00818 -0.79115 0.44547  -0.065
H -2.82621 -0.70655 0.85656  0.017
H -1.85591 -1.80358 0.33889  0.040
O -0.17898 -0.09737 2.29030  -0.023
H -0.85573 -0.28873 1.71896  -0.050
H 0.55390 -0.61804 1.90362  0.029
O 0.85094 -3.84000 0.79050  -0.005
H 0.90792 -4.14834 1.63028  0.007
H 1.19393 -2.92960 0.83427  0.011
O -1.72353 -3.41463 0.14928  -0.040
H -1.85286 -3.84624 -0.67307  0.047
H -0.80465 -3.63176 0.42698  0.015

3.
Here is C3H19O7 as an isolated structure at a distorted geometry from the OMol25 dataset. Energies are from the ωB97M-V functional and the def2-TZVPD basis.

The calculation puts the HOMO-LUMO gap at 9.39 eV. The total charge is -1. The multiplicity is 1. The value obtained for the LUMO energy is 3.39 eV. The value obtained for the energy above the lowest of the compared OMol25 structures with the same formula, charge and spin is 0.0 kJ/mol.

Each line ends with the Löwdin charge.
Atoms and positions in Å:
C -1.20885 0.30748 1.61834  -0.259
O -2.32889 0.07101 0.77627  -0.123
C -0.38063 1.51176 1.14824  -0.216
C 0.54006 1.25468 -0.02117  -0.119
H -0.61501 -0.60262 1.74860  0.115
H -1.63155 0.53093 2.60363  0.108
H 0.07420 2.04481 1.98577  0.107
H -1.12789 2.24208 0.82156  0.093
H 1.44516 1.86464 0.07070  0.069
H 0.18854 1.60057 -0.99660  0.090
H 0.99671 0.28342 -0.17724  0.025
H -3.71794 1.65897 -0.93904  0.029
H -3.12121 1.69049 0.38193  -0.006
O -3.68243 2.26792 -0.18523  -0.104
H 3.09185 0.54067 0.19966  -0.032
H 2.44116 -0.00583 1.39280  0.017
O 3.24187 0.47882 1.16008  -0.096
H 2.38442 -0.55905 -1.61348  -0.014
H 2.94535 0.88040 -1.96867  0.031
O 3.19641 0.05972 -1.53578  -0.125
H -1.36442 -1.57874 -1.53321  0.041
H -2.05577 -0.55193 0.04759  0.046
O -1.90415 -1.99320 -0.83471  -0.105
H 0.68009 -0.93787 -1.22384  -0.068
H 0.83083 -2.54182 -1.01882  -0.019
O 1.18539 -1.54482 -1.77303  -0.287
H 0.81126 -3.15045 0.56746  0.007
H -1.20991 -2.62756 -0.45828  0.018
O 0.29537 -3.19448 -0.24355  -0.224